No. 1
{"formula": "C4H11NO2", "method": "ωB97M-V/def2-TZVPD", "elements": ["H", "O", "C", "C", "H", "H", "H", "H", "H", "H", "O", "H", "H", "C", "N", "C", "H", "H"], "coordinates": [[-2.11, 2.26, 0.20], [-1.71, -1.79, -0.65], [0.75, 0.52, -0.30], [-0.69, -2.46, 0.09], [2.77, 0.44, -0.17], [-0.01, -3.00, -0.57], [0.59, 0.92, -1.31], [-1.35, -0.99, -1.02], [-1.29, -3.23, 0.59], [-0.23, -1.87, 0.88], [-0.61, 0.90, 1.66], [2.18, 0.97, 1.36], [2.31, 2.15, 0.23], [-0.46, 1.07, 0.47], [-1.28, 1.89, -0.25], [2.02, 1.10, 0.27], [-1.55, 1.70, -1.21], [0.68, -0.57, -0.26]]}

***

No. 2
{"formula": "C4H11NO2", "method": "ωB97M-V/def2-TZVPD", "elements": ["C", "O", "H", "C", "H", "C", "C", "H", "H", "H", "O", "H", "H", "H", "H", "H", "N", "H"], "coordinates": [[0.16, 0.15, 0.17], [-0.09, 0.39, 2.64], [-1.52, 0.68, -1.27], [-1.14, 0.89, -0.20], [1.09, 0.68, 0.01], [0.25, -0.47, 1.48], [1.11, -0.84, -2.01], [1.93, -1.66, -2.02], [-1.03, 0.17, 2.87], [0.42, -0.87, -2.94], [-0.97, 2.34, -0.10], [-0.66, 2.54, 0.80], [1.57, 0.15, -2.06], [-1.85, 0.55, 0.59], [1.23, -0.81, 1.81], [-0.39, -1.32, 1.56], [0.44, -1.06, -0.72], [-0.54, -1.51, -0.61]]}

***

No. 3
{"formula": "C4H11NO2", "method": "ωB97M-V/def2-TZVPD", "elements": ["H", "H", "C", "O", "O", "H", "H", "H", "H", "N", "C", "H", "C", "C", "H", "H", "H", "H"], "coordinates": [[-0.87, -1.44, 0.12], [1.75, -1.40, -2.43], [0.05, 0.84, -2.09], [0.93, 0.05, 2.14], [-0.98, 1.13, 1.67], [-0.16, 1.16, 3.46], [0.09, -1.88, -2.76], [-0.95, 0.58, 0.83], [-0.79, 0.71, -2.77], [-0.99, -0.61, -0.46], [0.78, -1.60, -1.97], [-1.74, -0.83, -1.10], [0.27, -0.39, -1.19], [0.01, 0.75, 2.46], [1.01, -2.41, -1.27], [0.91, 1.03, -2.73], [1.06, -0.12, -0.48], [-0.15, 1.69, -1.44]]}

***

No. 4
{"formula": "C4H11NO2", "method": "ωB97M-V/def2-TZVPD", "elements": ["O", "H", "H", "H", "H", "H", "N", "C", "H", "H", "H", "C", "H", "H", "C", "H", "C", "O"], "coordinates": [[-4.58, 1.53, -2.71], [1.75, 2.08, 1.55], [4.60, 0.26, 0.61], [-5.20, -0.20, -1.56], [1.02, -2.10, 0.86], [2.03, -2.30, 2.19], [1.98, 0.36, 0.20], [4.00, -0.40, 1.11], [2.72, -2.70, 0.80], [-4.17, 1.90, -3.37], [0.88, 2.03, -0.06], [2.66, -0.56, 1.01], [-5.11, 0.41, -0.16], [-5.47, 1.28, -2.98], [2.06, -1.84, 1.20], [4.70, -1.10, 1.49], [1.63, 1.59, 0.52], [-5.51, -0.25, -0.70]]}

***

Results for orbital gap: 0.38876; 0.35336; 0.40808; 0.33800 (in hartree, following the order of the records).
Results for ΔE to the lowest compared entry with this formula, charge and spin: 30.4; 67.3; 5.1; 92.6 (in kcal per mole, following the order of the records).
Results for LUMO energy: 0.72; 0.74; 0.90; 0.69 (in eV, following the order of the records).